Here is 5 unconnected molecules or ions with the total composition C34H76BrCl2O15P3Si in a non-equilibrium geometry from the OMol25 dataset. Energies are from ωB97M-V with the def2-TZVPD basis set.

Structure (XYZ):
```
132
Properties=species:S:1:pos:R:3:mulliken_charge:R:1
Br 4.763 -2.172 3.228 -0.201
Cl 1.956 4.318 -3.009 -0.166
Cl -1.593 1.575 3.784 -0.261
P -3.593 4.257 0.275 0.931
P 0.068 2.765 4.310 -0.187
P 2.421 1.008 -0.314 -0.750
Si 2.977 3.445 3.618 0.521
O -0.838 -2.640 -0.640 -0.466
O -0.503 4.298 4.131 -0.479
O 2.874 -5.206 3.749 -0.433
O -4.535 3.825 -0.957 -0.485
O -3.775 5.701 0.523 -0.874
O -0.681 -7.410 -1.456 -0.465
O 1.072 3.663 1.846 -0.436
O -0.700 -5.364 1.622 -0.521
O -3.903 3.308 1.529 -0.228
O 0.022 2.710 -2.218 -0.321
O -0.680 4.358 -6.412 -0.509
O 0.219 -0.702 0.159 0.135
O 1.925 0.700 -1.865 -0.321
O 0.771 -2.695 -4.236 -0.542
O 3.498 2.283 -0.329 -0.454
C 1.512 1.396 2.173 -1.249
C -0.411 -1.330 -0.927 0.265
C -2.470 5.794 -5.661 -0.980
C -1.908 3.820 -0.258 0.278
C -0.566 -4.780 0.329 -0.189
C -4.264 3.983 2.756 -0.150
C 3.367 -6.625 1.866 -0.956
C 0.448 3.092 0.664 0.997
C 1.302 2.751 2.921 0.494
C 2.196 -1.041 2.576 -0.439
C 3.067 -1.406 3.784 -0.649
C 0.397 -1.503 -6.300 -1.236
C 1.065 3.998 -0.406 -2.468
C 0.840 3.541 -1.810 0.518
C -0.946 -8.530 -0.611 0.680
C -4.642 2.404 -1.202 -0.221
C -0.165 -3.304 0.408 -0.033
C -1.069 3.336 0.939 -1.390
C 0.932 1.594 0.735 4.235
C -5.766 4.176 2.850 -1.351
C 3.409 -6.472 3.379 0.397
C -3.974 2.019 -2.540 -0.756
C -0.203 -9.755 -1.123 -1.416
C -0.132 6.664 -5.954 -1.011
C 2.595 4.714 4.965 -1.319
C 3.963 4.357 2.309 -1.034
C -0.204 0.642 0.327 -2.705
C 4.079 2.077 4.288 -1.108
C -1.184 5.692 -6.467 0.314
C -2.444 -8.781 -0.538 -1.361
C 2.638 -7.587 4.071 -1.262
C -1.403 -1.687 -4.558 -0.743
C -0.216 -2.377 -5.215 0.398
C 1.187 0.082 2.916 -1.554
H -1.406 4.307 4.468 0.301
H -3.592 2.894 -3.061 0.261
H 0.574 4.974 -0.315 0.594
H 3.920 -5.816 1.387 0.273
H -2.844 -9.006 -1.532 0.342
H -0.472 -2.943 1.396 0.063
H 0.120 6.435 -4.914 0.139
H 1.882 5.429 4.552 0.333
H -1.090 4.128 1.690 0.733
H -0.574 -8.263 0.378 0.211
H 1.073 -1.870 -3.842 0.302
H -2.890 6.799 -5.707 0.383
H -2.962 -7.894 -0.173 0.307
H -1.530 2.477 1.407 -0.283
H -2.285 5.544 -4.612 0.095
H 0.766 -0.567 -5.872 0.230
H 1.585 -7.562 3.773 0.279
H -6.145 4.938 2.177 0.329
H -3.978 3.293 3.552 0.243
H -0.487 4.154 -5.491 0.307
H -3.212 5.089 -6.036 0.307
H -1.393 5.899 -7.517 0.292
H -0.329 -1.265 -7.078 0.392
H 0.868 -9.558 -1.173 0.341
H 3.548 1.529 5.068 0.248
H 3.325 4.997 1.703 0.254
H -1.484 -4.881 -0.255 0.097
H 1.652 -1.922 2.243 -0.347
H -0.480 7.696 -6.007 0.381
H -0.605 1.040 -0.605 1.028
H -4.672 1.471 -3.170 0.385
H -0.965 0.636 1.112 0.005
H -0.538 -3.325 -5.647 0.286
H 4.737 4.971 2.772 0.536
H -3.700 4.899 2.917 0.402
H 0.164 -0.239 2.746 0.533
H -1.832 -2.321 -3.780 0.227
H 4.486 3.645 1.667 0.240
H 3.798 -7.576 1.551 0.406
H 1.957 -5.175 3.455 0.307
H -2.036 2.971 -0.930 -0.234
H 1.288 0.293 3.986 0.935
H 4.446 -6.479 3.718 0.256
H -6.226 3.205 2.661 0.287
H -4.213 1.798 -0.407 0.245
H -2.181 -1.456 -5.288 0.480
H 2.126 4.216 5.815 0.325
H -1.310 -0.797 -1.245 0.101
H -2.675 -9.617 0.124 0.384
H -6.009 4.405 3.890 0.429
H 0.187 -5.371 -0.185 0.251
H 2.673 -7.460 5.153 0.312
H 2.545 -2.159 4.370 0.529
H 0.921 -3.216 0.318 0.254
H 5.011 2.480 4.681 0.552
H 0.297 -1.398 -1.759 -0.013
H 3.288 -0.548 4.408 0.255
H -1.499 4.685 -0.770 0.455
H 3.500 5.228 5.279 0.422
H -3.137 1.349 -2.334 -0.067
H -1.282 -4.806 2.144 0.313
H -1.089 -0.754 -4.079 -0.093
H 0.786 6.576 -6.536 0.298
H 2.859 -0.730 1.773 0.307
H -0.535 -10.009 -2.134 0.352
H -1.003 -7.622 -2.338 0.293
H 2.336 -6.572 1.508 0.060
H 2.110 4.185 -0.181 0.721
H -0.369 -10.619 -0.478 0.378
H 1.248 -2.008 -6.759 0.326
H 4.329 1.389 3.477 0.321
H 3.878 2.358 -1.212 0.326
H 3.046 -8.567 3.821 0.389
H 2.003 1.442 -2.480 0.301
H -5.706 2.201 -1.305 0.488
H 2.603 1.369 2.045 0.813
```

Results
calculated total energy	-198037.941	eV
LUMO energy	-0.186	eV
charge	0

***

Here is 7 unconnected molecules or ions with the total composition C34H79N2O9 in a non-equilibrium geometry from the OMol25 dataset. Energies are from ωB97M-V with the def2-TZVPD basis set.

Structure (XYZ):
```
124
Properties=species:S:1:pos:R:3:mulliken_charge:R:1
O -5.881 -0.145 -2.306 -0.417
O 5.174 -6.070 1.287 -0.429
O 2.362 6.984 1.974 -0.364
O 1.506 0.882 -0.084 -0.495
O -2.752 2.189 -1.048 -0.647
O 3.569 -3.009 -4.956 -0.426
O -4.761 2.662 2.368 -0.629
O -6.083 -0.843 5.956 -0.446
O 6.070 -0.797 0.072 -0.424
N -3.158 3.391 0.905 0.773
N -2.181 4.487 0.953 -0.794
C 2.110 -1.444 0.434 -0.753
C -7.176 -1.639 5.560 -0.313
C 1.394 -1.916 -5.344 -1.294
C -5.885 -1.896 -4.034 -1.135
C -4.693 5.017 2.108 -1.092
C 1.244 6.442 1.279 -0.415
C 6.440 -1.193 -1.231 -0.521
C 5.782 -2.491 -1.661 -0.240
C -3.508 2.867 -0.358 0.323
C -2.011 6.839 0.179 -0.849
C -3.950 -1.060 -1.074 -0.872
C 2.401 0.040 0.606 -0.287
C 0.339 7.602 0.916 -0.687
C 2.499 -2.284 -4.370 -0.047
C -4.913 3.111 -0.877 -1.182
C 4.415 -8.394 1.567 -1.050
C 4.273 -2.343 -5.985 -0.357
C 5.242 -6.093 -0.126 -0.290
C 4.925 -1.046 -5.538 -0.818
C 6.409 -1.682 1.121 0.047
C 4.204 -6.919 1.868 -0.339
C -0.625 7.341 -0.245 -0.644
C -6.889 -2.538 4.368 -0.955
C -5.458 -0.977 -1.239 -0.447
C 3.314 6.029 2.396 -0.694
C -6.631 1.095 4.523 -0.709
C -5.608 0.071 4.971 -0.287
C -2.411 5.393 -0.157 -0.076
C -0.116 1.143 1.761 -0.975
C 7.904 -1.899 1.285 -1.345
C -4.232 3.615 1.792 0.285
C -5.424 -0.517 -3.587 -0.255
C 3.957 -5.669 -0.817 -1.001
C 0.142 0.784 0.310 0.031
H 4.703 -2.434 -1.511 0.065
H 3.625 -2.166 -6.852 0.337
H -4.332 -0.442 -3.642 0.258
H -3.477 -1.584 -1.908 0.335
H 5.977 -2.692 -2.715 0.403
H -4.764 0.576 5.436 0.328
H 8.333 -2.443 0.441 0.293
H -4.908 3.000 -1.950 0.281
H -7.727 -3.216 4.198 0.391
H 5.557 -7.082 -0.481 0.350
H 5.530 -1.216 -4.647 0.035
H 3.195 -6.609 1.575 0.304
H -5.585 2.366 -0.462 0.262
H -0.183 6.685 -0.985 0.405
H -6.736 -1.964 3.454 0.189
H 8.099 -2.481 2.186 0.436
H 2.033 -1.695 -0.626 0.100
H 1.727 -1.185 -6.083 0.286
H 2.438 0.300 1.671 0.324
H -5.890 -1.981 -1.344 0.363
H 3.717 -8.997 2.148 0.394
H 8.421 -0.942 1.365 0.312
H 4.251 -8.623 0.513 0.264
H 1.569 5.927 0.375 0.370
H -5.211 -0.472 4.107 0.256
H -8.056 -1.015 5.361 0.274
H 0.973 8.459 0.720 0.358
H 0.554 -1.479 -4.805 0.434
H 2.102 -2.943 -3.598 0.301
H -3.468 5.459 -0.430 0.056
H -3.514 -0.063 -1.014 0.167
H 2.912 -2.037 0.880 0.227
H -2.112 6.916 1.258 0.199
H 2.874 -1.390 -3.859 0.234
H 5.039 -3.050 -6.305 0.349
H 4.117 -5.581 -1.892 0.391
H 6.004 -1.220 2.021 0.408
H 4.286 -6.749 2.941 0.348
H 1.048 -2.800 -5.880 0.301
H -6.969 -1.984 -3.941 0.279
H -5.433 -2.690 -3.437 0.263
H 0.291 2.128 1.986 0.195
H 3.251 5.902 3.473 0.243
H -5.295 4.076 -0.578 0.412
H -5.990 -3.129 4.546 0.281
H 0.705 5.724 1.893 0.310
H 3.156 -6.392 -0.657 0.429
H 6.043 -5.400 -0.379 0.206
H 4.302 6.379 2.122 0.248
H -7.058 1.612 5.386 0.287
H -5.901 -0.536 -0.347 0.314
H 5.894 -2.643 1.000 0.079
H -0.238 -0.220 0.083 0.166
H 3.141 5.067 1.931 0.294
H 6.108 -0.382 -1.879 0.309
H 0.333 0.422 2.452 0.356
H 3.387 0.257 0.193 0.193
H -3.708 -1.605 -0.161 0.415
H -6.157 1.824 3.868 0.178
H 1.174 -1.734 0.914 0.425
H -0.245 7.832 1.800 0.231
H 5.432 -8.693 1.821 0.284
H -5.826 0.239 -4.263 0.376
H 4.186 -0.282 -5.295 0.265
H -7.454 0.636 3.970 0.245
H 6.154 -3.339 -1.087 -0.149
H 5.565 -0.645 -6.324 0.424
H -7.414 -2.252 6.431 0.344
H 3.617 -4.705 -0.436 0.150
H -4.911 5.594 1.222 0.298
H -0.763 8.308 -0.721 0.358
H -0.404 1.482 -0.322 0.143
H -5.607 -2.065 -5.075 0.412
H -2.764 7.482 -0.265 0.412
H 7.531 -1.253 -1.332 0.311
H -1.190 1.167 1.946 0.317
H -3.905 5.528 2.646 0.256
H -5.586 4.955 2.715 0.350
H -1.900 5.078 -1.083 0.250
```

Results
calculated total energy	-57942.855	eV
LUMO energy	2.106	eV
charge	-1

***

Here is 5 unconnected molecules or ions with the total composition C34H80BN6O14 from the OMol25 dataset. Energies are from ωB97M-V with the def2-TZVPD basis set.

Structure (XYZ):
```
135
Properties=species:S:1:pos:R:3:mulliken_charge:R:1
O 4.019 4.165 5.083 -0.270
O 8.527 3.354 5.815 -0.345
O -7.959 -4.116 -5.887 -0.343
O 1.823 -3.038 -8.182 -0.564
O 0.679 1.391 3.443 -0.185
O 2.268 -0.745 -5.397 -0.322
O -1.240 -1.251 6.738 -0.337
O -0.014 1.704 -4.846 -0.810
O 3.139 -2.140 -2.768 -0.508
O -2.193 4.981 0.896 -0.361
O 2.078 1.607 -3.983 -0.755
O -2.454 0.686 -0.751 -0.311
O 2.366 -0.232 -1.601 -0.661
O -4.158 -4.637 -3.278 -0.422
N -1.748 3.607 -1.723 -0.147
N 1.271 0.340 6.373 -0.218
N -7.233 -5.397 -3.281 -0.294
N 0.932 -1.087 -3.412 0.658
N 6.759 4.019 3.496 -0.277
N 0.356 -3.482 -1.325 -0.856
C -0.572 -0.511 7.749 -0.824
C -0.439 0.538 3.583 -0.360
C -1.771 -2.621 -2.014 -1.200
C 1.055 -0.404 -4.697 -0.214
C -0.307 -2.869 -2.224 0.861
C -4.490 -4.159 -4.565 -0.664
C -5.105 -4.386 -2.260 -0.247
C 1.795 -2.758 -6.763 0.742
C -7.906 -5.308 -6.638 -0.704
C 8.876 4.189 4.718 -0.805
C -2.531 1.365 0.480 -0.407
C 1.036 1.141 -4.492 0.173
C 1.016 2.163 4.575 -0.483
C 7.675 4.925 4.168 -0.174
C 8.571 1.968 5.546 -0.698
C -7.968 -4.153 -3.457 -0.170
C 5.471 4.596 3.124 -0.789
C 0.263 -2.384 -3.551 -0.404
C 4.571 5.145 4.224 -0.547
C -8.783 -4.166 -4.731 -0.797
C -0.822 5.012 1.237 -0.624
C 0.125 0.709 7.187 -0.166
C -0.651 -2.492 6.412 -0.693
C -2.038 2.401 -2.501 -0.601
C -2.973 1.378 -1.876 -0.620
C -2.502 5.511 -0.389 -0.808
C 4.859 3.719 6.128 -0.682
C 2.831 -3.603 -6.020 -1.113
C 2.609 -0.642 -0.270 -0.604
C 2.096 -1.265 -6.687 -0.971
C 1.865 1.435 5.607 -0.611
C 1.295 -0.660 0.524 -0.267
C -2.889 4.429 -1.372 -0.174
C -6.251 -5.387 -2.200 -1.088
B 2.177 -1.146 -2.599 0.576
H 0.884 -3.188 -3.981 -0.341
H -1.087 1.921 -2.729 0.111
H 1.322 -3.631 -1.613 0.298
H 0.472 1.326 8.023 0.358
H -3.152 0.611 -2.634 0.357
H 9.363 3.604 3.932 0.404
H -4.552 -4.473 -1.321 0.397
H 9.520 1.683 5.081 0.337
H 0.775 -2.956 -6.415 0.184
H -5.063 -3.229 -4.514 0.293
H -7.316 -3.270 -3.493 0.161
H -2.452 2.701 -3.468 0.509
H -1.656 6.089 -0.775 0.407
H -8.649 -4.025 -2.610 0.361
H -0.577 -2.240 -4.238 0.556
H -3.431 1.985 0.546 0.334
H -1.262 3.339 -0.879 -0.094
H 2.805 -3.031 -2.880 0.309
H 4.910 3.824 2.594 0.401
H 8.025 5.670 3.446 0.362
H 4.222 3.367 6.939 0.311
H 2.434 -4.047 -5.106 0.122
H -8.910 -5.689 -6.852 0.337
H 3.307 0.074 0.176 0.450
H 1.624 2.989 4.202 0.302
H -2.568 0.609 1.267 0.241
H 3.104 -1.619 -0.224 0.184
H -9.416 -3.275 -4.746 0.390
H 2.251 2.176 6.313 0.135
H -2.011 -2.685 -0.953 0.462
H -5.052 -4.894 -5.150 0.232
H -6.787 -5.232 -1.258 0.435
H 3.692 -2.996 -5.730 0.220
H 5.504 4.516 6.510 0.346
H -0.395 6.006 1.073 0.364
H -1.203 0.982 4.229 0.363
H -3.721 3.862 -0.924 0.180
H 1.439 -0.180 1.498 -0.016
H 0.501 -0.165 -0.034 -0.033
H 6.599 3.212 4.085 0.059
H 0.114 2.609 5.016 0.305
H -2.326 -3.414 -2.535 0.250
H 7.212 5.468 5.004 0.170
H 3.158 -4.420 -6.670 0.464
H -0.454 -3.086 7.310 0.335
H 0.287 -2.380 5.856 0.292
H 5.654 5.401 2.405 0.404
H 0.996 -0.391 5.731 0.112
H -3.955 1.803 -1.619 0.387
H -0.229 4.285 0.672 0.296
H -9.435 -5.045 -4.764 0.405
H 5.063 5.927 4.817 0.364
H -0.159 -0.444 3.977 0.210
H -3.272 4.907 -2.280 0.334
H -0.860 0.384 2.590 -0.124
H -5.455 -3.348 -2.320 0.358
H -1.359 -3.028 5.784 0.241
H -7.334 -6.097 -6.137 0.291
H -2.074 -1.665 -2.436 -0.008
H -1.656 1.996 0.665 0.049
H -6.763 -5.627 -4.147 0.111
H 3.043 -1.117 -7.222 0.362
H 9.595 4.925 5.089 0.391
H -0.749 4.769 2.296 0.158
H 7.754 1.638 4.896 0.289
H -7.413 -5.071 -7.580 0.239
H -3.554 -3.962 -5.088 0.341
H 1.330 -0.705 -7.240 0.429
H 3.717 5.615 3.732 0.364
H -5.811 -6.386 -2.153 0.396
H 0.139 -1.148 8.285 0.408
H -3.349 6.191 -0.259 0.405
H -1.333 -0.179 8.461 0.398
H 0.997 -1.692 0.737 0.377
H 2.729 1.020 5.082 0.318
H 0.202 -0.678 -5.323 0.613
H 5.482 2.877 5.811 0.197
H 1.312 -3.838 -8.333 0.353
H 8.481 1.453 6.502 0.236
H -0.627 1.291 6.636 0.177
```

Results
calculated total energy	-74835.020	eV
LUMO energy	2.117	eV
energy above the lowest of the compared OMol25 structures with the same formula, charge and spin	0.00	kJ/mol
charge	-1